Entry w
Here is a cluster of 2 separate species, C14H16 in total from the OMol25 dataset. Energies are from wB97M-V/def2-TZVPD.

Element x y z (Å)
C (0.61282, -1.60893, 1.30045)
C (-1.59867, -2.14088, 2.16016)
C (-1.10098, 1.80388, -0.81873)
C (0.51750, 3.59550, -1.03587)
C (-0.43144, -2.56436, 1.49859)
C (1.05980, 1.38113, -1.88716)
C (-0.38119, -3.99542, 1.04416)
C (0.36537, -0.24042, 1.39652)
C (-0.26756, 0.96015, -1.57428)
C (-1.66630, -0.77750, 2.34984)
C (1.40415, 2.70185, -1.65657)
C (1.92575, 0.55536, -2.70391)
C (-0.67582, 3.08599, -0.41627)
C (-0.81111, 0.20243, 2.02590)
H (-2.37673, -2.83902, 2.57232)
H (2.49693, -0.30403, -2.21422)
H (0.72313, 4.65262, -0.93520)
H (-2.10226, 1.57087, -0.53025)
H (-0.99418, 1.23181, 2.30221)
H (1.56837, -2.06056, 0.91274)
H (2.71029, 1.05586, -3.35247)
H (-2.59024, -0.47711, 2.96558)
H (-0.31439, -4.76349, 1.83487)
H (-1.27096, -4.03274, 0.33668)
H (-0.61511, -0.01951, -1.89230)
H (0.41625, -4.31169, 0.39545)
H (2.34930, 3.11128, -1.95726)
H (1.21647, 0.33513, 1.45310)
H (-1.42702, 3.71859, 0.06650)
H (1.25783, 0.17320, -3.64059)

Structure (SMILES): Cc1ccccc1.Cc1ccccc1

What are the natural (NBO) partial charges on each atom? They are as follows, in elementary charge units: atom 1 (C): -0.23, atom 2 (C): -0.23, atom 3 (C): -0.20, atom 4 (C): -0.20, atom 5 (C): 0.00, atom 6 (C): -0.05, atom 7 (C): -0.65, atom 8 (C): -0.19, atom 9 (C): -0.20, atom 10 (C): -0.20, atom 11 (C): -0.21, atom 12 (C): -0.64, atom 13 (C): -0.23, atom 14 (C): -0.22, atom 15 (H): 0.22, atom 16 (H): 0.23, atom 17 (H): 0.21, atom 18 (H): 0.21, atom 19 (H): 0.22, atom 20 (H): 0.21, atom 21 (H): 0.22, atom 22 (H): 0.19, atom 23 (H): 0.23, atom 24 (H): 0.23, atom 25 (H): 0.22, atom 26 (H): 0.22, atom 27 (H): 0.21, atom 28 (H): 0.21, atom 29 (H): 0.21, atom 30 (H): 0.22

---

Entry x
Here is a cluster of 2 separate species, C14H16 in total from the OMol25 dataset. Energies are from wB97M-V/def2-TZVPD.

Element x y z (Å)
C (3.36263, -2.06591, 1.88195)
C (-3.23905, 1.44686, -1.96265)
C (2.31206, -1.38840, -0.12130)
C (-1.86966, 3.50609, -1.66375)
C (3.25633, -1.12779, 0.84407)
C (2.44477, -3.08863, 2.01825)
C (1.50688, -3.32736, 1.01437)
C (-2.41167, 2.21908, -1.12187)
C (-3.93739, 0.22208, -0.03709)
C (1.46213, -2.50716, -0.09408)
C (-4.00244, 0.44480, -1.42318)
C (4.13027, 0.08368, 0.80460)
C (-2.87418, 0.71399, 0.67111)
C (-2.05174, 1.72401, 0.11120)
H (3.49165, 0.92702, 0.54486)
H (-4.60108, -0.24908, -1.99631)
H (0.89383, -4.22227, 1.03426)
H (-2.68955, 0.48449, 1.70961)
H (-1.30924, 2.14888, 0.77233)
H (-2.50543, 3.88777, -2.46546)
H (2.44117, -3.74563, 2.87863)
H (-3.26365, 1.72448, -3.00933)
H (2.08620, -0.69794, -0.92143)
H (-4.60474, -0.48860, 0.43993)
H (0.95392, -2.64561, -1.03918)
H (4.49645, 0.32480, 1.79851)
H (-0.94360, 3.33453, -2.23128)
H (4.24113, -2.01583, 2.52102)
H (4.89998, 0.03876, 0.03865)
H (-1.67599, 4.33889, -0.99642)

Structure (SMILES): Cc1ccccc1.Cc1ccccc1

What are the natural (NBO) partial charges on each atom? They are as follows, in elementary charge units: atom 1 (C): -0.21, atom 2 (C): -0.23, atom 3 (C): -0.20, atom 4 (C): -0.64, atom 5 (C): -0.03, atom 6 (C): -0.21, atom 7 (C): -0.22, atom 8 (C): 0.00, atom 9 (C): -0.23, atom 10 (C): -0.21, atom 11 (C): -0.20, atom 12 (C): -0.63, atom 13 (C): -0.20, atom 14 (C): -0.22, atom 15 (H): 0.22, atom 16 (H): 0.21, atom 17 (H): 0.21, atom 18 (H): 0.21, atom 19 (H): 0.21, atom 20 (H): 0.22, atom 21 (H): 0.21, atom 22 (H): 0.21, atom 23 (H): 0.20, atom 24 (H): 0.21, atom 25 (H): 0.22, atom 26 (H): 0.22, atom 27 (H): 0.22, atom 28 (H): 0.21, atom 29 (H): 0.22, atom 30 (H): 0.22

---

Entry y
Here is a cluster of 2 separate species, C14H16 in total from the OMol25 dataset. Energies are from wB97M-V/def2-TZVPD.

Element x y z (Å)
C (-1.71002, -0.57880, 0.91193)
C (-2.95521, -2.62254, 0.41116)
C (-2.16862, -3.30684, 1.32797)
C (2.96266, 4.32227, -0.16100)
C (3.48964, 2.21412, -1.44463)
C (1.43994, 2.34070, -0.12933)
C (3.09508, 0.94849, -1.86842)
C (1.16257, 1.03012, -0.49091)
C (-0.96212, -1.28822, 1.85199)
C (-1.12451, -2.64455, 2.00016)
C (1.91349, 0.35382, -1.43533)
C (-4.07520, -3.27277, -0.30844)
C (2.61275, 2.92899, -0.62084)
C (-2.68256, -1.26710, 0.21026)
H (-2.34447, -4.35868, 1.51562)
H (-3.91567, -4.25743, -0.75865)
H (-3.28264, -0.70963, -0.50240)
H (2.34718, 4.62916, 0.68628)
H (0.21040, 0.59495, -0.21227)
H (4.52046, 2.53328, -1.51914)
H (1.79508, -0.69346, -1.67695)
H (2.89637, 5.07788, -0.94336)
H (0.86202, 2.91015, 0.58336)
H (-4.42180, -2.71291, -1.18694)
H (3.98777, 4.39020, 0.22002)
H (-5.00400, -3.41135, 0.25571)
H (-0.55708, -3.25517, 2.68852)
H (-1.61221, 0.47649, 0.70995)
H (-0.21098, -0.79631, 2.46103)
H (3.73164, 0.42513, -2.57534)

Structure (SMILES): Cc1ccccc1.Cc1ccccc1

What are the natural (NBO) partial charges on each atom? They are as follows, in elementary charge units: atom 1 (C): -0.22, atom 2 (C): -0.04, atom 3 (C): -0.19, atom 4 (C): -0.63, atom 5 (C): -0.23, atom 6 (C): -0.23, atom 7 (C): -0.19, atom 8 (C): -0.19, atom 9 (C): -0.22, atom 10 (C): -0.21, atom 11 (C): -0.24, atom 12 (C): -0.64, atom 13 (C): 0.00, atom 14 (C): -0.19, atom 15 (H): 0.21, atom 16 (H): 0.22, atom 17 (H): 0.20, atom 18 (H): 0.21, atom 19 (H): 0.21, atom 20 (H): 0.21, atom 21 (H): 0.22, atom 22 (H): 0.22, atom 23 (H): 0.21, atom 24 (H): 0.22, atom 25 (H): 0.22, atom 26 (H): 0.22, atom 27 (H): 0.21, atom 28 (H): 0.21, atom 29 (H): 0.21, atom 30 (H): 0.21

---

The least stable of them is entry w.

---

Entry w
Here is a cluster of 2 separate species, HN2O5S in total from the OMol25 dataset. Energies are from wB97M-V/def2-TZVPD.

Element x y z (Å)
S (-0.11863, -1.43750, -1.28901)
O (-1.96844, 2.02255, 1.09000)
O (1.50759, -1.70394, -0.80300)
O (-0.05198, -0.46801, -2.37113)
O (-0.72441, -0.70436, -0.07321)
O (-3.05871, -0.01906, -1.35893)
N (-2.62032, 1.41079, 0.24114)
N (-2.44718, 0.53486, -0.48416)
H (1.37306, -1.42087, 0.10522)

Net charge: -1

What are the natural (NBO) partial charges on each atom? They are as follows, in elementary charge units: atom 1 (S): 1.65, atom 2 (O): -0.45, atom 3 (O): -0.95, atom 4 (O): -1.01, atom 5 (O): -1.05, atom 6 (O): -0.37, atom 7 (N): 0.26, atom 8 (N): 0.44, atom 9 (H): 0.47

---

Entry x
Here is the ion HN2O5S with charge -1 from the OMol25 dataset. Energies are from wB97M-V/def2-TZVPD.

Element x y z (Å)
S (-1.34677, 0.14761, -0.24021)
O (-0.26263, -0.11500, 1.12903)
O (-0.78734, 1.34650, -0.78752)
O (-1.23617, -1.02400, -1.09834)
O (-2.56441, 0.33218, 0.49543)
O (2.52687, -0.86614, -0.50462)
N (1.54012, -0.97478, 0.32477)
N (0.96394, 0.15025, 0.60159)
H (1.16641, 1.00338, 0.07987)

Structure (SMILES): O=NNOS(=O)(=O)[O-]
Net charge: -1

What are the natural (NBO) partial charges on each atom? They are as follows, in elementary charge units: atom 1 (S): 2.52, atom 2 (O): -0.54, atom 3 (O): -1.02, atom 4 (O): -0.97, atom 5 (O): -0.98, atom 6 (O): -0.50, atom 7 (N): 0.22, atom 8 (N): -0.13, atom 9 (H): 0.40

---

The least stable of them is entry w.

---

Entry w
Here is a cluster of 9 separate species, BH20O8 in total from the OMol25 dataset. Energies are from wB97M-V/def2-TZVPD.

Element x y z (Å)
O (-3.51595, -1.94641, 1.57327)
O (3.15214, -1.88756, -2.90869)
O (-1.43062, -2.41103, -3.01351)
O (1.50970, 0.15316, 5.03375)
O (1.85459, -3.01222, 1.88445)
O (-2.23809, 3.12118, 1.86392)
O (3.00697, 2.04602, -2.13357)
O (-2.43671, 3.10062, -2.69738)
B (-0.07575, 0.14354, 0.35912)
H (-1.86978, 2.46011, 1.27778)
H (-1.26851, -1.69024, -3.62213)
H (-1.13794, 0.19068, 0.17538)
H (2.43116, 0.17966, 4.77598)
H (-4.04150, -1.18622, 1.82259)
H (3.06511, -1.08448, -2.39517)
H (-2.65653, -1.58389, 1.35819)
H (0.26628, -0.64264, -0.29600)
H (-1.60627, 3.83990, 1.84224)
H (0.34644, 1.06790, -0.00359)
H (0.14154, -0.01435, 1.40416)
H (3.37687, -2.56027, -2.26590)
H (1.16683, -3.58910, 1.55215)
H (1.46949, -2.13649, 1.85252)
H (2.33868, 1.80301, -1.49280)
H (2.56488, 2.65944, -2.72050)
H (-1.05297, -2.11523, -2.18519)
H (-1.98998, 2.74860, -1.92749)
H (-2.40945, 2.38901, -3.33698)
H (1.03936, -0.04269, 4.22340)

Net charge: -1

What are the natural (NBO) partial charges on each atom? They are as follows, in elementary charge units: atom 1 (O): -0.95, atom 2 (O): -0.95, atom 3 (O): -0.95, atom 4 (O): -0.95, atom 5 (O): -0.96, atom 6 (O): -0.95, atom 7 (O): -0.95, atom 8 (O): -0.95, atom 9 (B): -0.85, atom 10 (H): 0.49, atom 11 (H): 0.46, atom 12 (H): -0.04, atom 13 (H): 0.46, atom 14 (H): 0.46, atom 15 (H): 0.48, atom 16 (H): 0.49, atom 17 (H): -0.03, atom 18 (H): 0.46, atom 19 (H): -0.04, atom 20 (H): -0.05, atom 21 (H): 0.47, atom 22 (H): 0.47, atom 23 (H): 0.49, atom 24 (H): 0.49, atom 25 (H): 0.46, atom 26 (H): 0.49, atom 27 (H): 0.48, atom 28 (H): 0.47, atom 29 (H): 0.48

---

Entry x
Here is a cluster of 9 separate species, BH20O8 in total from the OMol25 dataset. Energies are from wB97M-V/def2-TZVPD.

Element x y z (Å)
O (4.93843, 0.55038, -1.51282)
O (0.24079, -1.28276, 4.03367)
O (0.99495, -3.89117, 1.32124)
O (-2.46452, -4.09832, -1.12604)
O (-4.43343, 1.85151, 0.75940)
O (-1.22369, 4.55585, -1.53563)
O (1.62956, -0.65420, -3.14690)
O (2.19692, 2.80789, 0.39666)
B (-0.65644, 0.18857, 0.33853)
H (0.52865, -1.90332, 3.36413)
H (1.31446, -4.61549, 0.78320)
H (-0.48632, 3.97714, -1.34174)
H (-1.99937, 4.02067, -1.36785)
H (1.55640, 2.09771, 0.43672)
H (-0.04933, -0.51528, 3.54070)
H (-0.78238, 0.74201, -0.57912)
H (4.37750, 0.99946, -0.88043)
H (-0.94123, 0.82062, 1.16536)
H (-1.22415, -0.72871, 0.31542)
H (0.77246, -3.20489, 0.69216)
H (2.04125, 3.31664, 1.19238)
H (-2.31163, -3.20012, -0.83263)
H (4.32841, 0.14081, -2.12631)
H (-4.30169, 2.51943, 1.43228)
H (-3.63621, 1.32245, 0.78708)
H (1.13104, -0.43456, -2.35983)
H (0.37927, -0.08927, 0.45839)
H (0.96605, -0.76721, -3.82749)
H (-2.88587, -4.52590, -0.38047)

Net charge: -1

What are the natural (NBO) partial charges on each atom? They are as follows, in elementary charge units: atom 1 (O): -0.96, atom 2 (O): -0.96, atom 3 (O): -0.95, atom 4 (O): -0.95, atom 5 (O): -0.95, atom 6 (O): -0.95, atom 7 (O): -0.96, atom 8 (O): -0.96, atom 9 (B): -0.87, atom 10 (H): 0.48, atom 11 (H): 0.46, atom 12 (H): 0.48, atom 13 (H): 0.47, atom 14 (H): 0.50, atom 15 (H): 0.48, atom 16 (H): -0.03, atom 17 (H): 0.48, atom 18 (H): -0.03, atom 19 (H): -0.03, atom 20 (H): 0.49, atom 21 (H): 0.46, atom 22 (H): 0.49, atom 23 (H): 0.48, atom 24 (H): 0.46, atom 25 (H): 0.49, atom 26 (H): 0.49, atom 27 (H): -0.03, atom 28 (H): 0.47, atom 29 (H): 0.46

---

The least stable of them is entry w.